C4H7NO | ωB97M-V/def2-TZVPD

Each line ends with the Löwdin charge.
Geometry (Å):
C1 1.208684 0.252624 1.673350  -0.12
C2 1.046215 0.914842 0.428197  -0.14
N1 0.073723 0.203489 -0.198669  -0.04
C3 -0.220002 -1.005872 0.508611  -0.08
C4 0.044293 -0.562315 1.834867  -0.12
H1 1.603540 0.593267 2.634547  0.08
H2 1.192232 1.899825 0.032392  0.10
H3 -0.257038 0.256548 -1.152845  0.09
H4 -0.749298 -1.747002 -0.099457  0.10
H5 -0.389232 -1.094971 2.689536  0.09
H6 -2.320780 0.367449 -2.749229  0.04
H7 -0.879001 0.540805 -3.409034  0.06
O1 -1.459956 -0.025862 -2.878564  -0.05

Cartesian forces, eV/Å:
-2.203 2.824 1.609
-0.908 -1.057 1.112
0.728 -3.053 -1.174
-1.816 4.233 0.116
1.340 -4.428 -1.894
0.603 0.520 -0.863
1.023 0.174 0.222
0.447 0.331 -0.080
-0.280 0.245 1.022
1.010 0.167 -0.040
-0.086 0.477 -0.233
-0.728 0.002 0.119
0.870 -0.434 0.082

Calculated values
molecular weight	85.11	g mol⁻¹
structure (SMILES)	c1cc[nH]c1.O
frontier orbital gap	8.130	eV
energy above the lowest of the compared OMol25 structures with the same formula, charge and spin	290.7	kJ/mol
F_max	5.0	eV Å⁻¹
LUMO level	0.53	eV
total charge	0
E_HOMO	-0.27929	Ha